The molecule C3H4N2O2, computed with ωB97M-V/def2-TZVPD.

Output
frontier orbital gap = 0.3713 hartree
LUMO energy = 0.0 eV
E = -10247.677 eV
relative energy (zero: lowest compared OMol25 entry of this formula, charge and spin) = 4.588 eV
largest force on an atom = 5.215 eV Å⁻¹
HOMO energy = -10.13 eV

The geometry in ORCA input format:
```
! RIJCOSX wB97M-V def2-TZVPD def2/J DEFGRID3
* xyz 0 1
C 1.14 -0.88 1.36
N 0.92 0.08 0.51
N -0.17 0.10 -0.29
C -1.34 -0.57 -0.35
O -1.86 -1.20 0.63
C 0.09 1.35 -1.06
O 0.95 2.22 -0.92
H 2.07 -0.77 1.94
H 0.53 -1.79 1.26
H -1.62 -0.02 -1.27
H -0.70 1.48 -1.81
*
```

Löwdin atomic charge list, values in e, 6 entries:
1. C 0.041
2. N 0.003
3. N -0.100
4. C -0.225
5. O 0.010
6. C -0.195

***

The molecule C3H4N2O2, computed with ωB97M-V/def2-TZVPD.

Output
frontier orbital gap = 0.3764 hartree
LUMO energy = 0.5 eV
E = -10247.874 eV
relative energy (zero: lowest compared OMol25 entry of this formula, charge and spin) = 4.391 eV
largest force on an atom = 2.428 eV Å⁻¹
HOMO energy = -9.72 eV

The geometry in ORCA input format:
```
! RIJCOSX wB97M-V def2-TZVPD def2/J DEFGRID3
* xyz 0 1
C 0.57 0.36 -1.49
O 1.02 -0.19 -0.19
C 0.19 -0.32 0.83
C 0.74 -1.04 1.97
N 1.21 -1.50 2.91
N -1.08 -0.03 1.05
O -1.63 0.64 -0.02
H -0.37 -0.18 -1.70
H 1.42 0.12 -2.19
H 0.49 1.47 -1.38
H -2.56 0.69 0.21
*
```

Löwdin atomic charge list, values in e, 6 entries:
1. C -0.007
2. O -0.056
3. C -0.383
4. C -0.132
5. N 0.172
6. N 0.067

***

A cluster of 2 separate species, C3H4N2O2S in total, computed with ωB97M-V/def2-TZVPD.

Output
frontier orbital gap (spin up / spin down) = 0.2869 / 0.2869 hartree
LUMO energy (spin up / spin down) = -0.1 / -0.1 eV
E = -21080.589 eV
relative energy (zero: lowest compared OMol25 entry of this formula, charge and spin) = 6.243 eV
largest force on an atom = 4.969 eV Å⁻¹
HOMO energy (spin up / spin down) = -7.94 / -7.93 eV

The geometry in ORCA input format:
```
! RIJCOSX wB97M-V def2-TZVPD def2/J DEFGRID3
* xyz 0 1
C -1.00 -1.77 0.99
C -1.29 0.18 -0.07
C 0.05 0.69 -0.47
N -1.83 0.97 0.96
N -3.02 0.94 1.09
O -1.70 -2.57 0.46
O -3.69 0.41 0.01
S -2.65 -0.28 -1.11
H -0.45 -1.80 1.96
H -0.04 0.88 -1.62
H 0.90 0.08 -0.44
H 0.36 1.55 0.00
*
```

Löwdin atomic charge list, values in e, 6 entries:
1. C -0.069
2. C -0.646
3. C -0.099
4. N -0.007
5. N -0.026
6. O -0.004

***

A cluster of 2 separate species, C3H4N2O2S in total, computed with ωB97M-V/def2-TZVPD.

Output
frontier orbital gap = 0.3069 hartree
LUMO energy = -0.6 eV
E = -21080.677 eV
relative energy (zero: lowest compared OMol25 entry of this formula, charge and spin) = 6.155 eV
largest force on an atom = 7.770 eV Å⁻¹
HOMO energy = -8.96 eV

The geometry in ORCA input format:
```
! RIJCOSX wB97M-V def2-TZVPD def2/J DEFGRID3
* xyz 0 1
C -0.65 0.59 -0.14
C 1.43 0.64 1.31
C 0.91 -1.25 -0.36
H -2.98 -0.13 -2.06
H -0.88 1.60 0.35
H 0.75 1.36 1.81
H 0.21 -1.49 -1.13
N -1.43 -0.21 -0.81
N 0.61 0.01 0.23
O -2.71 0.58 -0.88
O 1.73 -1.95 0.14
S 3.01 0.27 1.55
*
```

Löwdin atomic charge list, values in e, 6 entries:
1. C -0.144
2. C -0.572
3. C -0.284
4. H 0.305
5. H 0.160
6. H 0.064

***

A cluster of 2 separate species, C3H4N2O3 in total, computed with ωB97M-V/def2-TZVPD.

Output
frontier orbital gap (spin up / spin down) = 0.3416 / 0.3416 hartree
LUMO energy (spin up / spin down) = -0.1 / -0.1 eV
E = -12292.993 eV
relative energy (zero: lowest compared OMol25 entry of this formula, charge and spin) = 6.002 eV
largest force on an atom = 4.886 eV Å⁻¹
HOMO energy (spin up / spin down) = -9.42 / -9.42 eV

The geometry in ORCA input format:
```
! RIJCOSX wB97M-V def2-TZVPD def2/J DEFGRID3
* xyz 0 1
N 2.38 -1.60 0.22
C 1.70 -0.74 -0.12
C 0.95 0.32 -0.47
N 0.92 1.47 0.14
O 1.46 1.89 1.18
O -0.06 2.33 -0.38
H 0.13 0.15 -1.25
H -0.45 2.87 0.40
C -1.75 -1.67 0.02
O -1.37 -0.56 0.18
H -2.81 -1.91 0.10
H -1.11 -2.55 0.00
*
```

Löwdin atomic charge list, values in e, 6 entries:
1. N 0.187
2. C -0.224
3. C -0.112
4. N -0.299
5. O 0.021
6. O 0.037

***

The molecule C3H4N2O3, computed with ωB97M-V/def2-TZVPD.

Output
frontier orbital gap = 0.3393 hartree
LUMO energy = 0.1 eV
E = -12292.643 eV
relative energy (zero: lowest compared OMol25 entry of this formula, charge and spin) = 6.353 eV
largest force on an atom = 6.143 eV Å⁻¹
HOMO energy = -9.09 eV

The geometry in ORCA input format:
```
! RIJCOSX wB97M-V def2-TZVPD def2/J DEFGRID3
* xyz 0 1
H -2.57 -0.19 0.81
N -2.30 0.55 -0.01
C -1.05 0.31 -0.07
C -0.03 0.65 -1.15
C 1.02 -0.09 -0.98
O 2.35 0.10 -1.38
O 0.84 -0.87 0.07
N -0.32 -0.54 0.77
O -0.05 0.06 2.01
H -0.20 1.48 -1.97
H 2.71 -0.67 -0.67
H -0.41 -0.77 2.57
*
```

Löwdin atomic charge list, values in e, 6 entries:
1. H 0.125
2. N 0.145
3. C -0.415
4. C 0.041
5. C -0.431
6. O 0.055

***

The molecule C3H4N2O3, computed with ωB97M-V/def2-TZVPD.

Output
frontier orbital gap = 0.3843 hartree
LUMO energy = 0.7 eV
E = -12297.039 eV
relative energy (zero: lowest compared OMol25 entry of this formula, charge and spin) = 1.957 eV
largest force on an atom = 5.005 eV Å⁻¹
HOMO energy = -9.72 eV

The geometry in ORCA input format:
```
! RIJCOSX wB97M-V def2-TZVPD def2/J DEFGRID3
* xyz 0 1
C -2.78 -0.03 0.27
O -1.74 -0.59 -0.33
C -0.57 -0.05 -0.17
N -0.28 1.20 -0.22
N 1.17 1.06 0.11
C 1.61 -0.18 0.04
O 2.76 -0.57 0.05
O 0.44 -0.93 0.08
H -2.58 0.47 1.30
H -3.51 -0.85 0.44
H -3.07 0.86 -0.30
H 1.73 1.89 0.14
*
```

Löwdin atomic charge list, values in e, 6 entries:
1. C -0.115
2. O 0.013
3. C -0.472
4. N 0.206
5. N 0.111
6. C -0.543

***

The molecule C3H4N2O3, computed with ωB97M-V/def2-TZVPD.

Output
frontier orbital gap = 0.3637 hartree
LUMO energy = 0.4 eV
E = -12294.525 eV
relative energy (zero: lowest compared OMol25 entry of this formula, charge and spin) = 4.471 eV
largest force on an atom = 2.844 eV Å⁻¹
HOMO energy = -9.48 eV

The geometry in ORCA input format:
```
! RIJCOSX wB97M-V def2-TZVPD def2/J DEFGRID3
* xyz 0 1
O 2.59 0.03 -0.57
C 1.57 0.02 0.03
C 0.54 1.10 0.24
C -0.76 0.37 -0.06
N -1.95 0.69 -0.21
O -2.80 -0.40 -0.23
O -0.47 -0.95 -0.06
N 0.88 -1.24 0.34
H 0.59 1.49 1.32
H 0.68 1.97 -0.38
H -2.17 -1.13 -0.15
H 1.30 -1.96 -0.26
*
```

Löwdin atomic charge list, values in e, 6 entries:
1. O 0.146
2. C -0.414
3. C 0.015
4. C -0.378
5. N 0.058
6. O -0.013

***

A structure of composition C3H4N2O3, computed with ωB97M-V/def2-TZVPD.

Output
frontier orbital gap = 0.3557 hartree
LUMO energy = -0.3 eV
E = -12291.337 eV
relative energy (zero: lowest compared OMol25 entry of this formula, charge and spin) = 7.658 eV
largest force on an atom = 5.642 eV Å⁻¹
HOMO energy = -9.98 eV

The geometry in ORCA input format:
```
! RIJCOSX wB97M-V def2-TZVPD def2/J DEFGRID3
* xyz 0 1
C 2.64 -0.15 0.23
C -1.97 -0.13 0.25
C -0.81 0.80 0.21
H 3.40 -0.24 -0.55
H 2.72 0.50 1.20
H 2.14 -1.27 0.81
H -3.12 0.24 0.31
N 0.38 -0.06 0.25
N -1.56 -1.29 -0.15
O 1.39 0.26 -0.47
O -0.20 -1.39 -0.19
O -0.70 2.01 -0.17
*
```

Löwdin atomic charge list, values in e, 6 entries:
1. C -0.003
2. C -0.046
3. C -0.300
4. H 0.080
5. H 0.109
6. H 0.174

***

The molecule C3H4N2O3, computed with ωB97M-V/def2-TZVPD.

Output
frontier orbital gap = 0.3670 hartree
LUMO energy = 0.6 eV
E = -12295.212 eV
relative energy (zero: lowest compared OMol25 entry of this formula, charge and spin) = 3.784 eV
largest force on an atom = 3.370 eV Å⁻¹
HOMO energy = -9.43 eV

The geometry in ORCA input format:
```
! RIJCOSX wB97M-V def2-TZVPD def2/J DEFGRID3
* xyz 0 1
N 2.63 -0.05 0.03
C 1.26 0.14 0.03
C 0.51 1.25 -0.05
C -0.83 0.76 -0.13
O -1.96 1.18 0.12
N -0.69 -0.60 -0.39
O -1.59 -1.37 0.16
O 0.56 -1.02 -0.06
H 2.86 -0.96 0.40
H 3.14 0.70 0.49
H 0.71 2.28 -0.02
H -2.04 -0.73 0.77
*
```

Löwdin atomic charge list, values in e, 6 entries:
1. N 0.156
2. C -0.352
3. C 0.079
4. C -0.424
5. O 0.060
6. N -0.166

***

The molecule C3H4N2OP2, computed with ωB97M-V/def2-TZVPD.

Output
frontier orbital gap = 0.3053 hartree
LUMO energy = -0.7 eV
E = -26778.720 eV
relative energy (zero: lowest compared OMol25 entry of this formula, charge and spin) = 0.542 eV
largest force on an atom = 3.415 eV Å⁻¹
HOMO energy = -9.00 eV

The geometry in ORCA input format:
```
! RIJCOSX wB97M-V def2-TZVPD def2/J DEFGRID3
* xyz 0 1
C 0.14 -1.76 1.80
C -0.56 -0.89 1.08
C 0.00 -0.26 -0.05
O 0.84 -0.64 -0.84
P -0.69 1.54 -0.28
P 0.18 1.54 -2.71
N -1.25 1.21 -2.11
N 0.66 2.02 -1.17
H -0.42 -2.36 2.48
H 1.10 -2.18 1.60
H -1.59 -0.66 1.22
H 1.57 2.44 -1.02
*
```

Löwdin atomic charge list, values in e, 6 entries:
1. C 0.078
2. C -0.185
3. C -0.584
4. O -0.010
5. P 0.847
6. P 0.697

***

The molecule C3H4N2OS, computed with ωB97M-V/def2-TZVPD.

Output
frontier orbital gap = 0.3246 hartree
LUMO energy = 0.7 eV
E = -19036.448 eV
relative energy (zero: lowest compared OMol25 entry of this formula, charge and spin) = 2.600 eV
largest force on an atom = 7.751 eV Å⁻¹
HOMO energy = -8.14 eV

The geometry in ORCA input format:
```
! RIJCOSX wB97M-V def2-TZVPD def2/J DEFGRID3
* xyz 0 1
C 0.86 -1.34 -0.03
N 0.14 -0.13 0.00
N 0.78 1.07 0.08
C -0.15 1.96 0.02
O -1.41 1.40 0.01
C -1.17 0.13 -0.05
S -2.44 -1.28 -0.04
H 0.31 -2.26 -0.42
H 1.66 -1.01 -0.62
H 1.27 -1.57 1.08
H 0.14 3.02 -0.03
*
```

Löwdin atomic charge list, values in e, 6 entries:
1. C -0.057
2. N -0.192
3. N 0.142
4. C -0.106
5. O 0.080
6. C -0.695

***

A cluster of 2 separate species, C3H4N2OS in total, computed with ωB97M-V/def2-TZVPD.

Output
frontier orbital gap (spin up / spin down) = 0.3004 / 0.2041 hartree
LUMO energy (spin up / spin down) = -0.5 / -2.1 eV
E = -19033.104 eV
relative energy (zero: lowest compared OMol25 entry of this formula, charge and spin) = 5.945 eV
largest force on an atom = 4.833 eV Å⁻¹
HOMO energy (spin up / spin down) = -8.67 / -7.67 eV

The geometry in ORCA input format:
```
! RIJCOSX wB97M-V def2-TZVPD def2/J DEFGRID3
* xyz 0 1
C 0.35 1.07 -0.10
C 1.58 0.56 0.38
C -0.55 0.14 -0.35
N 1.91 -0.62 0.21
N 1.32 -1.67 0.09
O -1.50 -0.51 -0.40
S -3.96 0.60 0.30
H 0.22 2.17 -0.23
H 2.30 1.21 0.79
H 1.97 -2.33 -0.47
H -3.63 -0.63 -0.20
*
```

Löwdin atomic charge list, values in e, 6 entries:
1. C -0.057
2. C -0.195
3. C -0.204
4. N -0.135
5. N 0.074
6. O 0.076

***

The molecule C3H4N2OS, computed with ωB97M-V/def2-TZVPD.

Output
frontier orbital gap = 0.2994 hartree
LUMO energy = 0.5 eV
E = -19037.290 eV
relative energy (zero: lowest compared OMol25 entry of this formula, charge and spin) = 1.759 eV
largest force on an atom = 8.851 eV Å⁻¹
HOMO energy = -7.67 eV

The geometry in ORCA input format:
```
! RIJCOSX wB97M-V def2-TZVPD def2/J DEFGRID3
* xyz 0 1
O -1.60 -1.80 -1.24
C -0.97 -1.09 -0.51
N -0.23 -1.17 0.61
C 0.63 -0.14 0.89
C 0.24 0.77 -0.11
S 0.78 2.38 -0.44
N -0.77 0.23 -0.80
H 0.20 -2.16 0.86
H 1.53 -0.13 1.50
H 1.75 2.17 0.56
H -1.56 0.93 -1.33
*
```

Löwdin atomic charge list, values in e, 6 entries:
1. O 0.073
2. C -0.611
3. N 0.056
4. C -0.114
5. C -0.758
6. S 0.785

***

The molecule C3H4N2OS, computed with ωB97M-V/def2-TZVPD.

Output
frontier orbital gap = 0.3193 hartree
LUMO energy = 0.4 eV
E = -19034.863 eV
relative energy (zero: lowest compared OMol25 entry of this formula, charge and spin) = 4.185 eV
largest force on an atom = 3.799 eV Å⁻¹
HOMO energy = -8.31 eV

The geometry in ORCA input format:
```
! RIJCOSX wB97M-V def2-TZVPD def2/J DEFGRID3
* xyz 0 1
C 0.54 0.87 1.34
C -1.78 -1.03 -0.12
C -0.15 0.51 -1.16
N -1.06 -0.09 -0.26
N 1.45 0.11 0.79
O -2.54 -1.86 0.13
S 1.50 -0.26 -0.90
H 0.52 0.66 2.33
H -0.43 0.19 -2.23
H -0.10 1.57 -1.21
H 2.05 -0.68 1.28
*
```

Löwdin atomic charge list, values in e, 6 entries:
1. C -0.046
2. C -0.333
3. C -0.495
4. N 0.013
5. N -0.470
6. O 0.169

***

A cluster of 2 separate species, C3H4N2OS in total, computed with ωB97M-V/def2-TZVPD.

Output
frontier orbital gap = 0.3385 hartree
LUMO energy = 0.4 eV
E = -19036.366 eV
relative energy (zero: lowest compared OMol25 entry of this formula, charge and spin) = 2.682 eV
largest force on an atom = 4.196 eV Å⁻¹
HOMO energy = -8.84 eV

The geometry in ORCA input format:
```
! RIJCOSX wB97M-V def2-TZVPD def2/J DEFGRID3
* xyz 0 1
N 1.89 0.24 1.63
N 2.16 0.92 0.77
S 2.53 1.81 -0.42
C -0.96 0.18 0.59
C -0.78 -0.27 -0.84
C -0.75 -1.55 -1.23
O -0.56 -2.65 -1.67
H -0.22 1.05 0.73
H -0.83 -0.65 1.37
H -2.02 0.52 0.72
H -0.46 0.39 -1.65
*
```

Löwdin atomic charge list, values in e, 6 entries:
1. N 0.190
2. N -0.795
3. S 0.664
4. C -0.149
5. C -0.184
6. C -0.166

***

The molecule C3H4N2S, computed with ωB97M-V/def2-TZVPD.

Output
frontier orbital gap = 0.2730 hartree
LUMO energy = 0.2 eV
E = -16986.949 eV
relative energy (zero: lowest compared OMol25 entry of this formula, charge and spin) = 4.543 eV
largest force on an atom = 5.575 eV Å⁻¹
HOMO energy = -7.23 eV

The geometry in ORCA input format:
```
! RIJCOSX wB97M-V def2-TZVPD def2/J DEFGRID3
* xyz 0 1
C -1.12 -0.58 -0.08
C -0.13 -1.41 0.04
C 0.51 1.06 0.10
N -0.85 0.80 0.02
N 1.29 0.05 0.12
S 2.83 -0.02 -0.02
H -2.07 -0.97 -0.31
H 0.31 -2.24 0.45
H 0.75 2.02 0.23
H -1.51 1.28 -0.55
*
```

Löwdin atomic charge list, values in e, 6 entries:
1. C -0.186
2. C 0.180
3. C -0.262
4. N 0.033
5. N -0.638
6. S 0.490

***

The molecule C3H4N2S, computed with ωB97M-V/def2-TZVPD.

Output
frontier orbital gap = 0.3244 hartree
LUMO energy = 0.1 eV
E = -16987.663 eV
relative energy (zero: lowest compared OMol25 entry of this formula, charge and spin) = 3.828 eV
largest force on an atom = 4.448 eV Å⁻¹
HOMO energy = -8.73 eV

The geometry in ORCA input format:
```
! RIJCOSX wB97M-V def2-TZVPD def2/J DEFGRID3
* xyz 0 1
H 0.62 3.01 0.22
N 0.80 2.06 0.05
C -0.15 1.17 0.01
C -1.49 0.29 0.00
S -3.11 -0.33 -0.09
N -0.24 -0.15 -0.14
C 0.65 -1.25 -0.04
H 0.26 -2.29 -0.41
H 1.62 -0.99 -0.64
H 1.04 -1.51 1.04
*
```

Löwdin atomic charge list, values in e, 6 entries:
1. H 0.022
2. N 0.138
3. C -0.275
4. C -0.589
5. S 0.512
6. N -0.115

***

The molecule C3H4N2S, computed with ωB97M-V/def2-TZVPD.

Output
frontier orbital gap = 0.3240 hartree
LUMO energy = 0.0 eV
E = -16987.218 eV
relative energy (zero: lowest compared OMol25 entry of this formula, charge and spin) = 4.273 eV
largest force on an atom = 9.239 eV Å⁻¹
HOMO energy = -8.81 eV

The geometry in ORCA input format:
```
! RIJCOSX wB97M-V def2-TZVPD def2/J DEFGRID3
* xyz 0 1
C 1.87 1.07 0.51
C 0.78 1.00 0.11
N -0.76 0.97 -0.71
C -1.60 0.08 -0.18
N -1.08 -1.16 -0.35
S -3.14 0.48 0.35
H 2.87 1.37 0.69
H -1.18 1.95 -0.43
H -0.38 -1.23 -1.14
H -1.72 -1.99 -0.20
*
```

Löwdin atomic charge list, values in e, 6 entries:
1. C 0.044
2. C -0.032
3. N 0.012
4. C -1.084
5. N 0.056
6. S 0.600

***

The molecule C3H4N2S, computed with ωB97M-V/def2-TZVPD.

Output
frontier orbital gap (spin up / spin down) = 0.2661 / 0.2662 hartree
LUMO energy (spin up / spin down) = -0.3 / -0.3 eV
E = -16984.980 eV
relative energy (zero: lowest compared OMol25 entry of this formula, charge and spin) = 6.511 eV
largest force on an atom = 4.677 eV Å⁻¹
HOMO energy (spin up / spin down) = -7.57 / -7.57 eV

The geometry in ORCA input format:
```
! RIJCOSX wB97M-V def2-TZVPD def2/J DEFGRID3
* xyz 0 1
C -0.40 -1.62 -0.13
C -1.54 -1.03 -0.02
C 0.57 0.82 -0.19
N -1.95 0.23 -0.04
N 1.85 1.28 -0.10
S -0.89 1.53 0.07
H 0.37 -2.29 0.03
H -2.41 -1.69 0.00
H 2.37 0.57 0.22
H 2.04 2.19 0.15
*
```

Löwdin atomic charge list, values in e, 6 entries:
1. C 0.199
2. C -0.479
3. C -0.465
4. N -0.409
5. N 0.033
6. S 0.901